A 9-piece molecular cluster, C32H68F24N4O6P3 overall in a non-equilibrium geometry. Source: OMol25; level of theory: the ωB97M-V functional and the def2-TZVPD basis.

XYZ file:
```
137
Properties=species:S:1:pos:R:3:mulliken_charge:R:1
C 0.04906 6.11798 2.83392 -0.9279
C -1.41992 5.79448 2.44814 0.7028
O -2.09312 6.74730 2.12075 -0.6507
N -1.82114 4.48167 2.44556 0.2058
H -1.21054 3.37447 0.33187 -0.2817
H -1.15697 3.83807 2.93343 0.1127
C -3.13668 4.02559 2.56158 -0.8659
H 0.27015 6.86117 3.61793 0.3233
H 0.41477 6.72025 1.98903 0.2620
H 0.56870 5.16680 2.97176 0.1947
H -3.64304 4.48486 3.44464 0.3214
H -3.13826 2.93681 2.59765 0.1139
H -3.72871 4.29391 1.70083 0.2762
C 2.53362 2.72676 -0.17661 -1.7346
C 2.15736 1.26310 -0.19961 0.9609
O 2.56685 0.44827 -0.99654 -0.2580
N 1.28419 0.72161 0.96812 0.7603
H 1.86932 0.74892 1.85914 0.3983
H 0.63766 1.44728 1.20561 0.1134
C 0.61051 -0.62261 0.81818 0.0807
H 1.64393 3.23719 -0.53514 0.2296
H 3.29564 2.97192 -0.88108 0.5017
H 2.81505 3.08188 0.82574 0.3890
H -0.38733 -0.41070 0.41838 -0.1754
H 0.55260 -1.16801 1.78641 0.2804
H 1.22133 -1.09553 0.02324 -0.3847
C 2.56122 -0.98870 -4.09312 -1.1342
C 3.25818 -2.17380 -3.56802 -0.3712
C 2.83498 -2.48073 -2.11679 2.0177
C 3.33647 -3.76819 -1.50872 -1.3533
N 4.29964 -3.65407 -0.37159 0.3595
C 5.41848 -2.64866 -0.58883 -0.5294
C 6.54290 -3.05072 0.39309 -0.5259
C 6.11927 -4.49567 0.96956 -0.8026
C 4.98811 -4.91809 -0.04931 -0.7269
C 3.61540 -3.26701 0.90209 -0.1116
H 2.45334 -0.89019 -5.18455 0.4478
H 3.01413 -0.03633 -3.88402 0.3860
H 1.54929 -0.85068 -3.70779 -0.1237
H 4.33413 -2.09813 -3.53575 0.2984
H 3.01039 -3.06783 -4.16129 0.3095
H 1.71592 -2.49180 -2.12052 0.0549
H 3.19705 -1.67817 -1.49832 -1.0630
H 3.94907 -4.28482 -2.25769 0.5169
H 2.56152 -4.44635 -1.17561 0.1458
H 5.04050 -1.61160 -0.52703 0.2438
H 5.74836 -2.86674 -1.58978 0.5774
H 6.52773 -2.40886 1.26311 0.0697
H 7.53663 -2.97067 -0.09263 0.4738
H 5.77803 -4.42319 2.00019 0.3464
H 6.94233 -5.18426 0.88654 0.4309
H 4.21457 -5.58942 0.33187 0.4165
H 5.29987 -5.42807 -0.97042 0.4744
H 2.69441 -2.70719 0.65231 -0.3961
H 4.19899 -2.67761 1.59903 0.0119
H 3.32719 -4.13880 1.47587 0.4090
C -7.03697 -1.29920 4.58109 -1.2562
C -5.81497 -0.43086 4.41830 -0.8200
C -4.68498 -1.02678 3.56624 0.5003
C -5.03043 -1.02794 2.11095 -1.0278
N -4.29026 -2.04990 1.19133 1.0244
C -2.80400 -1.65193 0.87647 1.5541
C -2.70963 -1.59313 -0.63877 0.6803
C -3.78629 -2.45968 -1.15480 -0.9071
C -4.95222 -2.21999 -0.14275 -0.8214
C -4.22499 -3.42834 1.82716 -1.3796
H -7.52054 -1.58295 3.63117 0.2778
H -7.76953 -0.76710 5.17495 0.4217
H -6.83342 -2.22193 5.17474 0.2887
H -5.42273 -0.30542 5.39427 0.4588
H -6.16817 0.54614 4.15075 0.4555
H -4.54823 -2.03284 4.01072 0.3040
H -3.68735 -0.48130 3.73454 -0.6195
H -4.88510 -0.05514 1.67845 0.4662
H -6.06935 -1.33315 1.97344 0.5852
H -2.19375 -2.42731 1.37684 0.0056
H -2.58788 -0.62362 1.29292 -1.6535
H -1.67828 -1.78977 -1.01627 -0.0974
H -2.95079 -0.56085 -0.89555 -0.2101
H -3.57918 -3.51416 -1.05565 0.2955
H -4.07642 -2.28129 -2.21525 0.4945
H -5.65066 -3.00997 -0.07326 0.4453
H -5.49120 -1.29261 -0.39251 0.3568
H -3.66135 -4.04241 1.12229 0.6012
H -5.25761 -3.83208 2.01393 0.2832
H -3.63700 -3.40790 2.76000 0.4017
C 1.94802 3.92393 -4.70661 1.2551
O 0.94221 5.00240 -5.18088 -0.4568
O 2.81051 3.52996 -5.62897 -0.8933
C 2.62011 4.66283 -3.42722 0.6660
F 3.32885 5.79333 -3.66428 -0.3341
F 1.79213 5.04818 -2.47188 -0.3158
F 3.40019 3.78820 -2.83597 -0.2854
C 0.17713 4.47121 -6.24857 -0.5797
C -1.30822 4.52517 -5.88268 -0.7814
H -1.81418 5.45495 -6.18290 0.3722
H -1.89842 3.69280 -6.35263 0.2587
H -1.54751 4.45204 -4.81874 0.0806
H 0.48628 3.45199 -6.51083 0.2794
H 0.49578 5.13978 -7.00073 0.4780
H 1.32490 3.13131 -4.19658 -0.7125
C -1.98721 2.10165 -0.92482 0.1630
O -1.46910 1.26335 -1.82157 -0.2519
O -0.90229 2.73052 -0.27193 0.1880
C -3.06264 3.01458 -1.49890 1.0774
F -4.26513 2.44621 -1.26590 -0.2706
F -2.95784 4.17012 -0.73656 -0.2630
F -2.93067 3.26166 -2.77738 -0.2266
C -0.40104 1.69091 -2.84528 0.8090
C -0.76563 0.98513 -4.11871 -1.5593
H -1.77797 1.22972 -4.55675 0.3051
H -0.01399 1.12722 -4.93542 0.2829
H -0.73243 -0.12297 -3.98068 0.2771
H 0.56329 1.32412 -2.47412 -0.2001
H -0.37437 2.77788 -2.86808 0.5286
H -2.56784 1.52867 -0.23410 -0.7256
P -0.95030 0.70038 4.09959 1.5333
F -1.52150 0.58749 2.53062 -0.7753
F -2.50778 0.99776 4.55589 -0.3940
F -1.26631 -0.81804 4.34107 -0.3725
F -0.42455 0.71920 5.61573 -0.3759
F 0.61599 0.37081 3.55225 -0.4264
F -0.56793 2.30187 3.92380 -0.4769
P 4.63564 -0.03130 2.84437 1.6100
F 5.93881 0.38869 3.65039 -0.3542
F 4.74864 -1.50226 3.46681 -0.4205
F 3.62075 0.43481 3.98276 -0.3905
F 3.30735 -0.54762 1.95255 -0.6039
F 4.49014 1.41104 2.03889 -0.3830
F 5.54376 -0.48488 1.61569 -0.3886
P -0.38902 -4.99273 0.42311 1.7315
F 0.39303 -3.55817 0.39798 -0.6943
F 0.88610 -5.63172 1.30484 -0.4303
F -1.08792 -4.47368 1.89871 -0.4056
F -1.13992 -6.40483 0.51225 -0.3434
F -1.64270 -4.34227 -0.38134 -0.3164
F 0.38500 -5.41517 -0.96680 -0.3965
```

As for the charge: -1. The spin multiplicity is 1. As for the max |F|: 0.07172 hartree/bohr. The calculation puts the total energy at -145637.2150 eV. The calculation puts the orbital gap at 6.03 eV.

***

A 2-piece molecular cluster, C3H4N2 overall in a non-equilibrium geometry. Source: OMol25; level of theory: the ωB97M-V functional and the def2-TZVPD basis.

XYZ file:
```
9
Properties=species:S:1:pos:R:3:mulliken_charge:R:1
C 0.78745 1.37772 -0.63391 -0.9127
C -0.23841 0.69994 0.16152 0.3735
N -0.93697 0.13589 0.86629 -0.4139
H 0.52945 1.46797 -1.63677 0.3250
H 1.67957 0.92912 -0.35129 0.3088
H 0.83796 2.21487 -0.01162 0.3141
C -0.82922 -2.28444 0.50691 0.0989
N -0.82751 -2.50905 1.61069 -0.3528
H -1.00232 -2.03202 -0.51181 0.2589
```

The SMILES is CC#N.C#N. The spin multiplicity is 1. The value obtained for the energy above the lowest of the compared OMol25 structures with the same formula, charge and spin is 45.4 kcal/mol. As for the max |F|: 0.06037 hartree/bohr. The calculation puts the total energy at -6153.9336 eV. The calculation puts the orbital gap at 11.68 eV.

***

C5H8N2O2 as an isolated structure in a non-equilibrium geometry. Source: OMol25; level of theory: the ωB97M-V functional and the def2-TZVPD basis.

XYZ file:
```
17
Properties=species:S:1:pos:R:3:mulliken_charge:R:1
C -0.66796 0.55232 -0.46889 0.5407
C -0.74079 1.35529 0.88318 -0.6406
C 0.81851 1.42728 0.59296 -0.2201
C 0.44289 1.64323 -0.88455 -0.4825
C 0.18940 -0.56097 0.11533 0.1491
H -1.57469 -0.09349 -2.14442 0.2970
H -2.41184 -0.37321 -0.76218 0.3184
H -1.15990 2.33342 0.74068 0.3624
H -1.20038 0.95709 1.87596 0.2464
H 1.38331 2.12389 1.21265 0.4331
H 0.07011 2.66450 -1.03066 0.3146
H 1.21483 1.41395 -1.71258 0.2748
H 0.54424 -3.57546 -0.10085 0.3621
N -1.83414 0.35496 -1.21901 -0.6932
N -0.15212 -1.75308 -0.07260 -0.3964
O 1.24926 -0.03262 0.70311 -0.4250
O 0.84897 -2.73823 0.48872 -0.4406
```

The spin multiplicity is 1. The value obtained for the energy above the lowest of the compared OMol25 structures with the same formula, charge and spin is 112.6 kcal/mol. As for the max |F|: 0.07803 hartree/bohr. The calculation puts the total energy at -12386.0508 eV. The calculation puts the orbital gap at 10.16 eV.

***

An isolated molecule of C25H36N2O2S. Source: OMol25; level of theory: the ωB97M-V functional and the def2-TZVPD basis.

XYZ file:
```
66
Properties=species:S:1:pos:R:3:mulliken_charge:R:1
C -2.66774 -3.77997 -1.19202 -0.8729
O -2.78047 -3.31562 0.13073 -0.4761
C -1.64991 -2.91838 0.78394 0.6114
C -1.83755 -2.42334 2.07481 -0.3428
C -0.75167 -2.00735 2.81428 -0.7075
C 0.52649 -2.07289 2.28412 -0.4216
C 0.72704 -2.54727 0.99584 0.3317
C 2.10644 -2.61211 0.40237 -2.1962
C 2.58391 -1.30200 -0.27082 2.4135
C 1.59021 -0.92766 -1.38892 -0.6285
O 1.88038 0.25301 -2.08444 -0.6773
C 4.00502 -1.53948 -0.80692 -1.4403
C 4.69240 -0.24584 -1.23673 -0.7997
C 4.60925 0.80326 -0.13136 -0.7851
N 3.21576 1.03136 0.20336 0.5799
C 2.98243 2.19510 1.05236 -1.3071
C 1.59917 2.71466 0.83314 0.6170
C 1.18977 3.57125 -0.14109 -0.6500
C -0.19673 3.83199 -0.10828 -0.5668
C -0.84828 3.17156 0.88776 0.7568
C -2.31878 3.15387 1.17665 -1.7111
N -3.08982 2.22143 0.37414 0.1623
C -2.78794 0.82538 0.62846 -0.2732
C -3.87842 -0.03935 0.00353 -0.8640
C -3.92708 0.20507 -1.50022 -0.6117
C -4.14807 1.69214 -1.75222 -1.0291
C -3.06496 2.50523 -1.04785 -0.4444
S 0.25701 2.20055 1.80592 -0.0817
C 2.63425 -0.17491 0.76707 -1.4450
C -0.36861 -2.97629 0.25363 -0.4040
H -2.06236 -4.69039 -1.24905 0.3732
H -3.68405 -4.00382 -1.51241 0.2500
H -2.24169 -3.01642 -1.85069 0.3012
H -2.83880 -2.38453 2.47308 0.4576
H -0.89919 -1.63116 3.81550 0.4317
H 1.36960 -1.76129 2.88150 0.4210
H 2.81826 -2.86450 1.19208 0.6239
H 2.14207 -3.40630 -0.34671 0.4901
H 0.58793 -0.85081 -0.93571 -0.0776
H 1.56402 -1.72450 -2.13990 0.4886
H 2.16854 0.90613 -1.42124 0.4459
H 3.96879 -2.23299 -1.64911 0.4530
H 4.59722 -2.00695 -0.01439 0.4282
H 4.21076 0.14244 -2.13322 0.2858
H 5.74050 -0.44629 -1.46750 0.5250
H 5.04398 1.74258 -0.48251 0.4736
H 5.18331 0.46592 0.75125 0.3269
H 3.69276 2.97452 0.76241 0.5210
H 3.14121 1.96193 2.11811 0.2989
H 1.86104 4.00913 -0.85840 0.4673
H -0.69025 4.49871 -0.79307 0.4649
H -2.72711 4.15417 0.99583 0.4961
H -2.48466 2.89757 2.22702 0.4619
H -2.75598 0.66700 1.70939 0.4676
H -1.80611 0.53015 0.21529 0.0551
H -4.83752 0.23504 0.44581 0.3516
H -3.68683 -1.08949 0.21809 0.2613
H -4.72645 -0.38164 -1.95693 0.3645
H -2.97992 -0.10316 -1.95078 0.2545
H -5.12186 1.98528 -1.35660 0.3624
H -4.12873 1.91036 -2.82159 0.3940
H -3.25477 3.57298 -1.18723 0.4133
H -2.08362 2.26773 -1.49636 0.2481
H 1.61967 0.04977 1.10285 0.0631
H 3.21763 -0.51087 1.64482 0.1868
H -0.20089 -3.35968 -0.74086 0.4330
```

The SMILES is COc1cccc(C[C@]2(CO)CCCN(Cc3ccc(CN4CCCCC4)s3)C2)c1. The spin multiplicity is 1. The value obtained for the energy above the lowest of the compared OMol25 structures with the same formula, charge and spin is 0.0 kcal/mol. As for the max |F|: 0.01487 hartree/bohr. The calculation puts the total energy at -44419.8335 eV. The calculation puts the orbital gap at 8.95 eV.

***

An isolated molecule of C2H5NOS2 in a non-equilibrium geometry. Source: OMol25; level of theory: the ωB97M-V functional and the def2-TZVPD basis.

XYZ file:
```
11
Properties=species:S:1:pos:R:3:mulliken_charge:R:1
O -0.95859 1.70704 -0.56531 -0.5558
C -0.33112 0.70159 -0.03078 0.7195
C 1.24576 0.73077 0.33795 -0.6319
S 2.24612 -0.43064 -0.48367 -0.1823
N -1.08218 -0.56555 0.12094 -0.2438
S -2.79530 -0.31049 -0.18390 -0.1419
H 1.46871 0.91239 1.59480 0.2987
H 1.76679 1.82653 -0.09373 0.2529
H 2.07277 -1.90800 0.26048 0.1181
H -0.82251 -1.50047 0.41827 0.2142
H -2.81044 -1.16317 -1.37505 0.1522
```

The SMILES is O=C(CS)NS. The spin multiplicity is 1. The value obtained for the energy above the lowest of the compared OMol25 structures with the same formula, charge and spin is 76.8 kcal/mol. As for the max |F|: 0.12707 hartree/bohr. The calculation puts the total energy at -27359.7276 eV. The calculation puts the orbital gap at 9.12 eV.